{"formula": "CHF4PS2", "method": "ωB97M-V/def2-TZVPD", "elements": ["C", "F", "F", "F", "F", "P", "S", "S", "H"], "positions_angstrom": [[0.362, 0.810, 0.445], [0.273, 1.173, -0.848], [-0.343, 1.619, 1.170], [1.638, 0.850, 0.786], [-2.011, 0.758, -1.060], [-0.302, -1.018, 0.584], [1.268, -3.781, 0.334], [1.528, -1.858, 0.291], [-2.411, 1.446, -1.703]], "gap_ev": [7.3, 6.8], "e_tot_ha": -1575.85262}